Record 1
# C12H21CeNSi

A molecular structure, C12H21CeNSi in a non-equilibrium geometry (ωB97M-V/def2-TZVPD, the OMol25 dataset).

Values from the calculation:
- molecular weight (g mol⁻¹) = 347.51
- DFT total energy (eV) = -35075.426

Element x y z (Å)
C 0.17 -1.44 -1.93
C -1.09 -1.35 -1.26
C -1.09 -2.21 -0.16
C 0.16 -2.86 -0.11
C 0.96 -2.39 -1.19
Ce 0.77 -0.21 0.38
C -1.50 2.03 -1.21
C -1.01 2.69 -2.24
C 0.09 2.91 -2.98
N 2.48 0.74 0.77
H -1.90 -2.36 0.50
H -1.92 -0.72 -1.61
H 0.42 -3.70 0.54
H 1.98 -2.72 -1.46
H 0.45 -0.96 -2.88
H -2.28 1.30 -1.47
H 3.19 1.36 0.25
H -1.37 2.29 -0.14
H 0.33 3.06 -4.07
H 1.02 2.71 -2.48
C 1.45 0.37 3.70
Si -0.37 0.86 3.52
C -1.15 0.58 5.21
C -0.52 2.70 3.15
C -1.06 -0.12 2.10
H 1.84 0.91 4.57
H 2.10 0.65 2.82
H 1.55 -0.71 3.88
H -0.64 1.19 5.97
H -2.21 0.85 5.23
H -1.06 -0.47 5.52
H -0.04 2.97 2.20
H -1.57 3.01 3.11
H -0.04 3.27 3.96
H -1.37 -1.15 2.40
H -1.94 0.30 1.60

---

Record 2
# C5H13N2

A gas-phase ion, C5H13N2 (charge +1) in a non-equilibrium geometry (ωB97M-V/def2-TZVPD, the OMol25 dataset).

Values from the calculation:
- molecular weight (g mol⁻¹) = 101.17
- net charge = +1
- DFT total energy (eV) = -8366.695

Element x y z (Å)
C 0.48 -1.03 1.66
C 0.90 -1.18 0.18
C -0.06 -0.45 -0.80
C -0.30 -0.95 -2.03
C -1.48 1.57 -0.77
N -0.14 1.08 -0.53
N 0.61 0.46 2.06
H -0.39 -1.65 1.65
H 1.37 -1.41 2.28
H 0.94 -2.19 -0.33
H 2.00 -0.83 0.10
H -0.80 -0.40 -2.89
H 0.06 -2.01 -2.35
H -1.99 1.10 -1.70
H -2.20 1.54 0.01
H -1.38 2.69 -1.04
H 0.41 1.72 -1.25
H 1.60 0.56 2.20
H 0.32 0.42 2.98
H 0.05 0.97 0.58

---

Record 3
# C17H37O9P2Tl

A molecular structure, C17H37O9P2Tl in a non-equilibrium geometry (ωB97M-V/def2-TZVPD, the OMol25 dataset).

Values from the calculation:
- molecular weight (g mol⁻¹) = 651.81
- DFT total energy (eV) = -59934.426

Element x y z (Å)
Tl -1.07 -1.69 -2.33
C 1.45 -5.59 -2.71
C 0.71 -4.60 -1.82
C 0.73 -4.96 -0.35
O 1.31 -3.29 -1.97
C -0.74 -4.31 -2.33
O -0.81 -4.07 -3.55
O -1.63 -4.09 -1.48
H 2.53 -5.52 -2.53
H 1.24 -5.34 -3.75
H 1.13 -6.61 -2.52
H 1.76 -5.07 0.01
H 0.19 -5.89 -0.19
H 0.24 -4.17 0.20
H 1.50 -3.21 -2.92
C -2.68 -0.46 3.29
C -2.61 -0.67 1.78
C -2.42 -2.14 1.44
O -1.56 0.17 1.25
P -0.06 -0.27 1.01
O 0.17 -1.28 -0.02
C 0.66 1.37 0.68
P -0.11 1.95 -0.87
O -0.25 0.98 -1.96
O -1.53 2.59 -0.56
C -1.70 3.76 0.25
C -2.48 3.39 1.50
C -2.43 4.80 -0.59
O 0.88 3.18 -1.18
C 1.02 3.61 -2.54
C 1.38 5.09 -2.50
C 2.10 2.78 -3.22
O 0.41 -0.70 2.48
C 1.70 -1.21 2.86
C 2.55 -0.07 3.42
C 2.41 -1.93 1.73
H -3.49 -1.04 3.71
H -2.84 0.59 3.52
H -1.74 -0.77 3.74
H -3.52 -0.29 1.31
H -1.52 -2.51 1.91
H -2.34 -2.30 0.37
H -3.27 -2.70 1.81
H 1.72 1.27 0.48
H 0.51 2.05 1.51
H -0.71 4.14 0.53
H -3.48 3.05 1.23
H -2.57 4.26 2.15
H -1.98 2.59 2.03
H -3.39 4.41 -0.92
H -1.84 5.05 -1.47
H -2.59 5.70 -0.01
H 0.06 3.45 -3.06
H 2.34 5.22 -2.01
H 0.63 5.65 -1.94
H 1.44 5.49 -3.51
H 3.05 2.94 -2.71
H 2.20 3.08 -4.26
H 1.83 1.73 -3.17
H 1.48 -1.91 3.67
H 2.89 0.58 2.63
H 3.41 -0.48 3.94
H 1.97 0.51 4.13
H 2.62 -1.23 0.92
H 1.78 -2.71 1.32
H 3.34 -2.36 2.09

---

Record 4
# C30H28F2I2N4O3RuS2

A molecular structure, C30H28F2I2N4O3RuS2 (ωB97M-V/def2-TZVPD, the OMol25 dataset).

Values from the calculation:
- molecular weight (g mol⁻¹) = 949.59
- net charge = -1
- spin multiplicity = 2
- DFT total energy (eV) = -89554.323

Element x y z (Å)
Ru -0.43 -0.04 -0.40
I 1.35 -3.06 6.48
C 0.69 -1.92 4.86
C -0.51 -1.22 4.95
C -0.95 -0.48 3.87
I -2.72 0.59 3.99
C -0.22 -0.40 2.67
O -0.64 0.30 1.67
C 1.02 -1.09 2.63
C 1.91 -0.90 1.44
N 1.26 -1.20 0.15
C 2.20 -0.96 -0.98
C 1.49 -1.45 -2.22
C 1.87 -2.88 -2.50
C 1.11 -4.01 -2.94
C -0.13 -4.02 -3.49
C -0.97 -2.89 -3.59
N -0.88 -1.78 -2.93
C 1.45 -1.86 3.70
H -1.10 -1.26 5.85
H 2.81 -1.52 1.54
H 2.23 0.14 1.36
H 0.97 -2.17 0.13
H 3.15 -1.48 -0.83
H 2.41 0.11 -1.00
H 2.73 -3.19 -1.90
H 1.65 -4.95 -2.92
H -0.51 -4.94 -3.90
H -1.82 -2.94 -4.27
H 2.39 -2.38 3.64
C -1.23 2.48 -2.11
N -1.77 1.20 -1.61
C -3.02 1.47 -0.87
C -2.06 0.38 -2.81
C -0.80 -0.30 -3.33
C -0.31 0.00 -4.63
C 0.78 -0.60 -5.26
C 1.84 -1.35 -4.81
C 2.29 -1.62 -3.46
C 0.04 -0.99 -2.20
H -1.99 2.93 -2.76
H -0.32 2.30 -2.68
H -1.01 3.16 -1.29
H -3.75 1.96 -1.52
H -2.79 2.13 -0.03
H -3.43 0.54 -0.50
H -2.51 1.02 -3.58
H -2.77 -0.38 -2.53
H -0.94 0.64 -5.24
H 0.81 -0.42 -6.33
H 2.55 -1.66 -5.57
H 3.36 -1.46 -3.34
F -1.04 -2.84 -0.07
C -1.68 -1.58 -0.03
F -2.81 -1.77 -0.84
H -2.09 -1.50 0.98
O -1.35 5.70 2.14
S -1.52 4.27 2.15
O -2.85 3.75 2.31
N -0.83 3.61 0.81
C 0.22 2.91 1.08
S 1.16 2.05 -0.07
C 0.55 2.85 2.55
C 1.58 2.19 3.20
C 1.63 2.24 4.59
C 0.67 2.93 5.31
C -0.36 3.61 4.67
C -0.39 3.54 3.29
H 2.32 1.66 2.63
H 2.41 1.71 5.11
H 0.72 2.95 6.39
H -1.11 4.16 5.22

---

Record 5
# C28H27NO6PPbS

A molecular structure, C28H27NO6PPbS (ωB97M-V/def2-TZVPD, the OMol25 dataset).

Values from the calculation:
- molecular weight (g mol⁻¹) = 743.77
- net charge = -1
- DFT total energy (eV) = -68624.853

Element x y z (Å)
Pb -2.23 0.88 1.64
O 0.32 1.11 2.69
C 0.66 2.23 3.22
O 0.60 2.55 4.40
C 1.24 3.21 2.21
C 1.94 4.32 2.67
C 2.54 5.19 1.78
C 2.42 4.97 0.41
C 1.70 3.88 -0.06
C 1.11 2.99 0.83
P 0.14 1.56 0.21
C 1.32 0.22 -0.12
C 2.65 0.29 0.28
C 3.51 -0.76 0.00
C 3.05 -1.88 -0.69
C 1.72 -1.96 -1.08
C 0.86 -0.91 -0.79
C -0.27 2.17 -1.48
C 0.33 1.75 -2.66
C -0.08 2.28 -3.88
C -1.07 3.25 -3.93
C -1.67 3.68 -2.75
C -1.27 3.14 -1.54
H 2.01 4.46 3.74
H 3.09 6.05 2.14
H 2.89 5.64 -0.29
H 1.60 3.73 -1.12
H 3.00 1.15 0.83
H 4.54 -0.71 0.32
H 3.72 -2.70 -0.89
H 1.35 -2.86 -1.55
H -0.19 -1.00 -1.06
H 1.11 1.00 -2.64
H 0.39 1.93 -4.80
H -1.39 3.65 -4.88
H -2.45 4.43 -2.78
H -1.75 3.48 -0.63
N -1.27 -1.06 2.97
C -0.77 -2.28 2.41
C -1.64 -3.24 1.91
C -1.15 -4.37 1.28
C 0.22 -4.55 1.16
C 1.09 -3.62 1.71
C 0.60 -2.48 2.33
S 0.91 -5.92 0.22
O -0.25 -6.57 -0.38
O 1.78 -5.25 -0.74
O 1.62 -6.72 1.20
H -0.51 -0.49 3.36
H -1.96 -1.23 3.69
H -2.71 -3.07 1.98
H -1.81 -5.11 0.84
H 2.16 -3.79 1.63
H 1.28 -1.73 2.72
C -3.17 -2.19 -0.99
C -3.58 -0.72 -1.08
C -2.90 -0.04 -2.25
O -3.36 -0.04 0.13
H -3.49 -2.74 -1.88
H -3.63 -2.65 -0.12
H -2.09 -2.28 -0.89
H -4.66 -0.68 -1.26
H -1.81 -0.11 -2.17
H -3.17 1.02 -2.30
H -3.19 -0.51 -3.20

---

Record 6
# C25H29N13SeTi

A molecular structure, C25H29N13SeTi in a non-equilibrium geometry (ωB97M-V/def2-TZVPD, the OMol25 dataset).

Values from the calculation:
- molecular weight (g mol⁻¹) = 638.43
- net charge = -2
- spin multiplicity = 3
- DFT total energy (eV) = -134230.390

Element x y z (Å)
Ti -0.01 1.24 -0.31
N 0.52 0.69 2.07
C 0.89 1.28 3.35
C 2.13 2.16 3.21
N 1.79 3.43 2.59
H -0.28 0.07 2.16
H 1.29 0.10 1.73
H 1.07 0.52 4.11
H 0.06 1.91 3.71
H 2.88 1.58 2.65
H 2.54 2.36 4.21
H 1.19 3.27 1.78
H 2.62 3.89 2.23
N 2.42 3.38 -1.32
C 2.87 2.17 -0.84
N 4.14 1.81 -0.80
N 4.12 0.58 -0.24
N 2.91 0.23 0.04
N 2.07 1.22 -0.34
C 1.22 3.93 -0.91
N 0.92 5.20 -1.03
N -0.32 5.31 -0.49
N -0.73 4.17 -0.07
N 0.24 3.23 -0.32
H 3.12 4.03 -1.63
C -4.75 1.62 2.64
C -3.43 2.03 2.81
C -2.53 2.00 1.76
C -2.93 1.54 0.49
C -4.28 1.17 0.32
C -5.16 1.21 1.38
N -1.99 1.46 -0.53
N -2.50 1.36 -1.75
C -1.53 1.23 -2.71
C -1.94 1.20 -4.06
C -1.00 1.09 -5.07
C 0.35 1.00 -4.75
C 0.75 1.02 -3.41
C -0.15 1.13 -2.36
H -5.44 1.64 3.47
H -3.10 2.38 3.78
H -1.53 2.38 1.88
H -4.58 0.83 -0.66
H -6.19 0.90 1.23
H -3.00 1.26 -4.28
H -1.31 1.08 -6.10
H 1.09 0.91 -5.54
H 1.82 0.93 -3.20
C 1.84 -6.92 -0.26
C 1.24 -5.54 -0.15
C 1.20 -4.68 -1.24
C 0.62 -3.42 -1.17
C 0.64 -2.52 -2.36
C 0.03 -3.00 0.04
Se -0.95 -1.34 0.06
C 0.11 -3.84 1.16
C -0.41 -3.43 2.52
C 0.71 -5.09 1.04
H 2.21 -7.11 -1.27
H 1.09 -7.69 -0.03
H 2.67 -7.05 0.44
H 1.64 -5.00 -2.18
H 1.19 -2.97 -3.19
H 1.10 -1.56 -2.11
H -0.38 -2.28 -2.69
H -1.09 -2.58 2.42
H 0.42 -3.14 3.17
H -0.95 -4.25 3.00
H 0.75 -5.74 1.92